Molecular formula: C5H13NO
Method: DFT, ωB97M-V/def2-TZVPD

```
20
Properties=species:S:1:pos:R:3:nbo_charge:R:1
C 2.11 1.05 -0.56 -0.6215
C 1.70 1.05 0.92 -0.3979
C 0.87 -0.13 1.38 -0.4816
C -0.40 -0.20 0.59 0.0650
C -0.60 -1.32 -0.20 0.1740
N -1.79 -2.03 -0.33 -0.7152
H 2.74 1.93 -0.69 0.2440
H 2.66 0.16 -0.87 0.2159
H 1.27 1.18 -1.26 0.1960
H 1.23 2.01 1.15 0.2208
H 2.62 1.14 1.51 0.2419
H 0.47 -0.01 2.40 0.2741
H 1.48 -1.03 1.43 0.2490
H -1.26 0.45 0.68 0.2351
H 0.18 -1.74 -0.84 0.2180
H -2.37 -1.57 -1.05 0.4644
H -1.54 -2.96 -0.65 0.4008
H -3.74 0.71 -0.72 0.4913
H -2.46 0.97 -1.49 0.4753
O -3.17 0.33 -1.39 -0.9491
```

Output
HOMO-LUMO gap (spin up / spin down)	10.00 / 8.38	eV
multiplicity	2
charge	+1

=====

Molecular formula: C9H11OP
Method: DFT, ωB97M-V/def2-TZVPD

```
22
Properties=species:S:1:pos:R:3:nbo_charge:R:1
C -2.19 -1.07 -0.62 -0.2015
C -1.93 -0.90 0.71 -0.2067
C -1.57 -0.28 -1.58 -0.1941
C -1.31 0.26 1.22 -0.2148
C -0.86 0.78 -1.09 -0.2174
C -0.80 1.15 0.28 -0.2465
C 1.39 -2.16 -0.55 0.7198
C 2.50 -0.02 0.40 -0.5801
C 2.30 -1.23 -0.48 -0.5621
O 0.56 -2.97 -0.65 -0.4665
P 0.25 2.70 0.71 0.2936
H -2.70 -1.88 -1.05 0.2109
H -2.24 -1.50 1.55 0.2124
H -1.75 -0.58 -2.57 0.2178
H -1.25 0.31 2.22 0.2031
H -0.38 1.40 -1.71 0.1976
H 1.88 -0.17 1.23 0.2097
H 3.45 0.14 0.64 0.2080
H 2.27 0.88 -0.07 0.2140
H -0.76 3.57 0.77 -0.0294
H 2.83 -0.98 -1.42 0.2597
H 0.32 2.54 2.06 -0.0275
```

Output
HOMO-LUMO gap	9.37	eV
multiplicity	1
charge	0

=====

Molecular formula: C6H12
Method: DFT, ωB97M-V/def2-TZVPD

```
18
Properties=species:S:1:pos:R:3:nbo_charge:R:1
C -0.77 1.93 -1.09 -0.6212
C 0.61 1.46 -0.30 -0.4175
C 0.43 0.06 0.21 0.0215
C 0.91 -1.09 -0.29 -0.2127
C 0.29 -2.41 0.20 -0.6376
C -0.49 0.01 1.44 -0.6646
H -1.38 1.05 -1.53 0.2081
H -1.42 2.71 -0.78 0.2110
H -0.37 2.27 -2.02 0.2035
H 0.85 2.12 0.45 0.2031
H 1.31 1.62 -1.15 0.2155
H 1.51 -1.44 -1.19 0.2098
H -0.72 -2.36 0.26 0.1981
H 0.61 -2.72 1.27 0.2066
H 0.46 -3.10 -0.60 0.2078
H -0.05 0.91 1.97 0.2224
H -1.51 -0.12 1.10 0.2296
H -0.26 -0.89 2.07 0.2167
```

Output
HOMO-LUMO gap	9.92	eV
multiplicity	1
charge	0

=====

Molecular formula: C36H30N2O3P2RuS4Te
Method: DFT, ωB97M-V/def2-TZVPD

```
79
Properties=species:S:1:pos:R:3:lowdin_spin:R:1
Ru -0.50 -0.15 0.63 1.8270
N 2.63 0.10 -0.20 0.0321
C 3.04 0.51 1.15 0.0018
C 2.71 1.98 1.33 0.0059
C 1.22 2.34 1.35 0.0123
O 0.93 3.52 1.21 0.0025
O 0.36 1.40 1.65 0.1286
H 2.90 -0.87 -0.36 0.0024
H 3.13 0.66 -0.88 0.0003
H 4.11 0.35 1.31 0.0008
H 2.50 -0.09 1.88 0.0005
H 3.17 2.56 0.52 0.0010
H 3.12 2.36 2.27 -0.0001
Te -4.30 0.02 0.97 0.0184
C -6.04 0.42 -0.18 0.0122
C -6.20 -0.12 -1.45 0.0116
C -7.32 0.23 -2.19 0.0020
N -8.27 1.05 -1.75 0.0004
C -8.13 1.53 -0.51 0.0013
C -7.04 1.25 0.30 0.0004
C -3.01 -0.03 -0.77 0.5297
P -1.78 1.32 -0.72 0.1169
C -2.71 2.82 -0.29 0.0108
C -3.96 3.02 -0.89 0.0039
C -4.71 4.14 -0.57 0.0007
C -4.22 5.06 0.35 -0.0004
C -2.99 4.86 0.95 -0.0001
C -2.22 3.75 0.62 0.0010
C -1.22 1.63 -2.44 0.0211
C 0.12 1.43 -2.73 0.0078
C 0.60 1.69 -4.01 0.0009
C -0.26 2.14 -5.00 -0.0008
C -1.60 2.33 -4.71 0.0014
C -2.09 2.07 -3.43 0.0030
P -1.90 -1.45 -0.68 0.0786
C -2.89 -2.90 -0.24 -0.0026
C -2.77 -3.50 1.01 0.0041
C -3.63 -4.52 1.37 0.0002
C -4.63 -4.93 0.49 0.0002
C -4.75 -4.33 -0.76 -0.0001
C -3.87 -3.33 -1.13 0.0000
C -1.29 -1.78 -2.36 0.0147
C -2.04 -1.47 -3.49 0.0075
C -1.51 -1.68 -4.76 0.0011
C -0.23 -2.21 -4.90 0.0012
C 0.52 -2.52 -3.78 0.0002
C -0.01 -2.31 -2.51 0.0041
H -5.45 -0.78 -1.86 0.0072
H -7.46 -0.16 -3.20 0.0002
H -8.91 2.20 -0.16 0.0001
H -6.96 1.70 1.29 0.0001
H -4.36 2.29 -1.58 0.0026
H -5.68 4.28 -1.03 0.0003
H -4.82 5.93 0.60 0.0000
H -2.61 5.57 1.67 0.0000
H -1.24 3.61 1.07 0.0003
H 0.77 1.07 -1.95 0.0071
H 1.65 1.54 -4.24 0.0001
H 0.11 2.34 -6.00 -0.0001
H -2.28 2.67 -5.48 0.0002
H -3.14 2.22 -3.22 0.0004
H -2.01 -3.16 1.70 0.0025
H -3.53 -4.99 2.34 0.0000
H -5.31 -5.72 0.78 0.0000
H -5.53 -4.64 -1.44 0.0000
H -3.95 -2.88 -2.12 0.0003
H -3.03 -1.04 -3.38 0.0052
H -2.10 -1.43 -5.63 0.0003
H 0.17 -2.37 -5.89 0.0001
H 1.52 -2.92 -3.88 0.0000
H 0.57 -2.55 -1.63 0.0012
O 1.40 -4.04 6.08 0.0342
C 0.98 -3.47 5.12 0.0129
S 1.52 -3.81 3.46 0.0364
C 0.55 -2.59 2.67 0.1862
C -0.30 -1.84 3.48 0.1324
S -1.41 -0.71 2.92 0.3901
S -0.22 -2.16 5.20 0.0097
S 0.65 -2.48 0.98 0.3037
```

Output
HOMO-LUMO gap (spin up / spin down)	7.42 / 6.11	eV
multiplicity	5
charge	0

=====

Molecular formula: C48H26BrCl5F4HfN5O3PSSe
Method: DFT, ωB97M-V/def2-TZVPD

```
96
Properties=species:S:1:pos:R:3:mulliken_charge:R:1
Hf -0.38 1.47 -0.60 0.3767
F 6.67 4.67 0.46 -0.2893
C 5.67 3.80 0.48 0.5306
C 5.93 2.45 0.56 0.3261
F 7.19 2.03 0.63 -0.2926
C 4.89 1.55 0.59 0.0548
F 5.22 0.26 0.72 -0.4139
C 3.56 1.95 0.52 0.1536
P 2.15 0.76 0.61 1.5168
C 2.33 0.29 2.36 0.7699
C 3.17 -0.72 2.84 -0.4602
C 3.24 -0.96 4.21 -0.9270
C 2.48 -0.21 5.10 -0.7479
C 1.66 0.80 4.63 -0.5223
C 1.59 1.05 3.27 -0.2771
C 2.72 -0.64 -0.40 0.8703
C 2.41 -1.95 -0.04 -0.4577
C 2.75 -3.01 -0.86 -1.1664
C 3.39 -2.78 -2.06 -0.8661
C 3.70 -1.48 -2.44 -1.0677
C 3.37 -0.41 -1.61 -1.4167
C 3.33 3.32 0.47 -0.0721
Br 1.59 4.05 0.53 0.0652
C 4.36 4.24 0.45 0.2531
F 4.14 5.55 0.40 -0.3177
H 3.77 -1.30 2.16 0.4235
H 3.90 -1.74 4.57 0.4480
H 2.55 -0.41 6.17 0.4518
H 1.08 1.40 5.32 0.4658
H 0.95 1.84 2.90 0.0829
H 1.91 -2.15 0.90 0.6122
H 2.51 -4.02 -0.55 0.4617
H 3.65 -3.61 -2.71 0.4095
H 4.18 -1.28 -3.39 0.4769
H 3.62 0.59 -1.92 0.8428
Cl -0.26 4.86 -2.47 -0.1599
C -1.79 4.08 -2.27 1.0860
C -1.87 2.86 -1.60 -1.3852
C -3.14 2.33 -1.49 0.7478
Cl -3.27 0.84 -0.59 0.1991
C -4.29 2.90 -2.01 -0.3428
Cl -5.82 2.13 -1.84 -0.2054
C -4.17 4.11 -2.68 0.6436
Cl -5.56 4.87 -3.34 -0.1858
C -2.92 4.71 -2.81 -0.3315
Cl -2.77 6.21 -3.63 -0.1839
Se 2.08 1.33 -4.59 -0.1125
C 1.55 1.71 -2.99 0.1135
N 1.21 1.98 -1.88 -0.1883
N -1.09 2.38 1.23 -0.0385
C -1.24 2.54 2.37 0.4081
C -1.48 2.51 3.72 0.1886
C -2.25 1.40 4.19 0.3432
N -2.83 0.46 4.53 -0.6176
C -0.88 3.46 4.60 0.0932
N -0.36 4.21 5.30 -0.5571
N -0.51 -0.31 0.88 0.0672
S -1.05 -1.76 0.42 0.1206
C -0.56 -2.93 1.70 0.9865
C 0.07 -2.51 2.86 0.1433
C 0.40 -3.46 3.82 -0.8946
C 0.09 -4.80 3.62 -0.6412
C -0.55 -5.20 2.45 -0.8356
C -0.88 -4.26 1.49 -0.8920
C -2.81 -1.82 0.83 0.0977
C -3.66 -2.38 -0.11 0.0026
C -5.03 -2.41 0.16 -0.7041
C -5.51 -1.89 1.35 -0.5799
C -4.63 -1.33 2.28 -0.7527
C -3.27 -1.30 2.03 -0.1618
H -0.78 -0.12 1.84 -0.4927
H 0.32 -1.47 3.02 0.0078
H 0.90 -3.14 4.73 0.5124
H 0.35 -5.53 4.37 0.4116
H -0.79 -6.24 2.30 0.4504
H -1.38 -4.57 0.57 0.5022
H -3.27 -2.76 -1.05 0.4687
H -5.71 -2.83 -0.57 0.4421
H -6.57 -1.90 1.56 0.4052
H -5.00 -0.90 3.21 0.5298
H -2.60 -0.87 2.76 0.2101
O -0.65 -2.91 -4.93 -0.7177
C -1.19 -1.69 -5.11 0.2879
C -1.82 -1.44 -6.33 -0.6829
C -2.39 -0.21 -6.57 -0.4125
C -2.32 0.81 -5.62 -1.1849
C -1.71 0.57 -4.42 0.1197
C -1.14 -0.68 -4.13 -0.3089
C -0.52 -0.96 -2.82 0.8280
O 0.10 -1.98 -2.58 -0.7297
O -0.70 -0.04 -1.87 1.3636
H -0.21 -2.89 -4.05 0.3528
H -1.85 -2.24 -7.06 0.4577
H -2.87 -0.03 -7.53 0.3887
H -2.75 1.79 -5.83 0.4964
H -1.64 1.35 -3.68 0.5263
```

Output
HOMO-LUMO gap	8.11	eV
multiplicity	1
charge	0

=====

Energy relative to the best compared isomer or geometry (same formula, charge and spin) (kJ/mol)
161.0 224.5 261.0 63.0 57.0